# C27H45F3N12O29

A 13-piece molecular cluster, C27H45F3N12O29 overall at a distorted geometry (ωB97M-V with the def2-TZVPD basis set, the Open Molecules 2025 dataset).

Last column: Löwdin charge in e.
Positions of all 116 atoms, in Å:
H1 0.53 1.59 5.40  0.10
N1 5.60 -6.92 2.70  -0.43
O1 1.39 -4.57 0.49  0.04
C1 -1.68 2.86 -0.65  -0.23
H2 -5.82 -0.70 1.61  0.11
O2 -2.00 5.32 -3.01  0.16
H3 6.97 -7.69 1.32  0.10
H4 -3.62 7.76 1.48  0.09
H5 -0.06 6.53 -1.15  0.14
O3 5.04 3.09 -1.25  0.05
C2 -1.82 -5.39 6.48  0.04
C3 -0.32 3.17 -1.19  -0.05
O4 -3.43 6.70 -8.99  0.06
H6 7.70 -6.85 2.73  0.10
H7 6.97 -8.48 2.93  0.10
O5 4.61 -7.57 2.38  0.04
O6 1.75 0.26 0.86  0.05
F1 -2.74 0.58 2.07  0.13
H8 -1.24 -6.17 6.99  0.06
C4 2.17 3.52 -9.15  0.05
H9 -3.91 8.77 -10.45  0.10
N2 -3.13 7.85 -8.75  -0.44
O7 3.16 2.60 -7.27  0.06
C5 2.19 3.60 -2.25  -0.03
C6 -0.71 5.65 -1.04  -0.02
H10 -3.33 5.13 -6.58  0.10
N3 -1.59 4.74 -7.66  -0.45
H11 1.67 5.63 -2.11  0.13
H12 1.48 -1.78 2.21  0.06
O8 0.19 -0.26 -1.91  0.14
H13 -0.75 1.07 4.27  0.08
H14 -1.24 -9.34 9.16  0.10
N4 -5.84 -1.98 3.25  -0.46
C7 -2.26 5.19 -6.41  0.03
O9 0.49 -0.92 3.77  0.05
C8 0.12 4.44 -1.39  -0.16
H15 5.94 0.27 -0.81  0.10
C9 -2.97 8.75 -9.92  0.05
C10 2.37 -1.88 1.60  0.06
F2 -3.93 1.98 1.02  0.17
N5 -1.19 -7.26 9.34  -0.43
C11 6.92 -7.53 2.40  0.05
C12 2.23 -6.70 1.00  0.03
H16 2.27 -2.72 0.91  0.07
O10 -2.68 3.47 -0.92  0.17
O11 -1.85 -6.57 4.50  0.04
H17 3.18 -6.77 1.54  0.06
H18 -3.27 -7.50 1.40  0.10
H19 -5.62 0.11 3.19  0.10
O12 -1.82 3.61 -8.04  0.07
C13 -1.92 5.87 -1.95  -0.42
O13 -2.97 8.32 -7.64  0.07
O14 -2.05 -6.51 9.73  0.09
N6 -1.56 -5.51 5.03  -0.43
O15 5.58 -5.84 3.23  0.09
N7 2.25 -5.41 0.26  -0.42
O16 -1.84 -9.24 0.57  0.08
C14 -2.68 1.73 1.41  -0.60
C15 -5.35 -0.75 2.59  0.04
H20 -2.71 9.74 -9.55  0.09
C16 1.73 2.32 -2.02  0.01
H21 -1.96 6.21 -6.20  0.08
O17 2.29 0.18 4.16  0.07
O18 -0.15 -7.95 0.94  0.03
C17 -1.74 1.65 0.25  -0.02
C18 0.30 1.31 4.38  0.05
H22 6.64 1.27 0.50  0.10
H23 -0.97 5.59 0.02  0.12
H24 3.17 3.76 -2.66  0.11
O19 3.50 4.69 -7.67  0.06
O20 -4.33 5.70 -0.06  0.16
H25 2.12 -7.49 0.27  0.10
O21 -0.85 5.53 -8.21  0.03
N8 2.56 -0.65 0.79  -0.39
H26 1.81 2.51 -9.25  0.09
O22 -2.92 6.73 -1.52  0.09
O23 -5.61 -3.04 2.70  0.06
C19 0.49 2.09 -1.49  -0.08
H27 -1.88 -8.70 10.70  0.10
H28 -2.33 6.53 1.55  0.08
O24 7.01 2.41 -1.78  0.07
H29 1.35 4.22 -9.03  0.08
C20 -1.10 -8.61 9.96  0.05
H30 -1.95 4.52 -5.61  0.09
O25 -0.38 -6.99 8.47  0.04
H31 -1.00 -0.28 0.59  0.14
F3 -2.37 2.73 2.24  0.16
C21 -2.24 -7.14 1.45  0.05
N9 3.02 3.61 -7.93  -0.46
H32 2.35 1.46 -2.24  0.13
O26 3.52 -0.63 0.06  0.06
H33 -1.94 -6.95 2.49  0.06
H34 1.40 -6.70 1.69  0.08
N10 -1.34 -8.20 0.94  -0.43
H35 4.87 1.23 0.24  0.07
N11 5.97 2.32 -1.16  -0.44
O27 3.14 -5.27 -0.55  0.06
C22 1.35 4.61 -1.93  -0.02
H36 -4.28 -0.84 2.49  0.08
O28 -1.07 -4.56 4.45  0.08
H37 3.25 -1.99 2.23  0.11
H38 -2.88 -5.53 6.64  0.11
C23 -3.44 6.46 -0.25  -0.48
H39 -2.11 -6.25 0.83  0.11
H40 -0.12 -8.70 10.41  0.10
H41 -2.17 8.34 -10.53  0.10
N12 1.09 0.09 4.08  -0.43
H42 -1.51 -4.40 6.81  0.10
C24 -2.84 7.26 0.92  0.02
H43 0.61 2.07 3.68  0.11
H44 2.80 3.79 -10.00  0.10
H45 -2.10 7.95 0.51  0.08
C25 5.84 1.18 -0.23  0.04
C26 -0.05 0.69 -1.22  -0.31
O29 -6.42 -1.86 4.31  0.06
C27 -0.98 0.61 -0.02  0.10

The energy above the lowest of the compared OMol25 structures with the same formula, charge and spin is 0.000 eV. As for the total charge: 0.